60
Properties=species:S:1:pos:R:3:forces:R:3 method="wB97M-V/def2-TZVPD" de_lowest_kj_mol=525.3 e_lumo_ev=-0.4 largest_force_ev_per_a=2.52 total_charge=0 multiplicity=1
O 3.428 3.917 0.849 0.7 -0.4 -0.5
H 2.799 4.207 1.502 -0.3 -0.3 0.3
H 3.546 2.944 0.851 -0.4 0.8 0.1
O 2.022 4.040 -3.448 0.6 -1.1 -0.4
H 2.205 4.896 -3.078 -0.5 0.4 0.2
H 1.083 3.819 -3.474 -0.1 0.7 0.2
O -0.775 3.398 -4.126 0.0 -0.2 -0.3
H -1.699 3.583 -3.946 -0.2 0.4 0.3
H -0.819 2.444 -4.229 0.2 -0.2 0.1
O -5.268 1.718 -0.709 0.2 -0.5 -0.5
H -4.647 2.378 -0.388 0.0 0.4 -0.3
H -4.890 1.419 -1.555 -0.3 0.2 0.5
O 2.544 -0.202 1.631 0.1 0.0 -0.2
H 3.449 0.077 1.399 -0.8 0.0 -0.3
H 2.163 -0.513 0.804 0.4 0.1 -0.3
O -1.886 1.387 -1.978 -0.8 -0.6 0.8
H -2.538 0.874 -1.424 1.3 0.4 -1.0
H -1.379 0.759 -2.532 -0.7 0.1 0.4
O 1.417 -3.117 0.607 -0.2 1.3 -0.5
H 1.735 -3.351 1.507 -0.7 0.5 -0.2
H 0.784 -2.331 0.525 1.2 -1.9 1.0
O -3.539 4.052 -0.516 0.3 -0.8 -0.1
H -2.827 3.377 -0.552 -0.2 0.9 0.1
H -3.360 4.650 0.214 0.3 -0.1 0.1
O 3.660 1.272 -0.237 0.3 0.0 -2.5
H 4.346 0.760 -0.704 0.2 -0.2 0.9
H 3.254 1.582 -1.085 -0.3 0.4 1.2
O 1.594 -3.553 -3.399 -0.1 0.8 -0.5
H 1.904 -4.438 -3.233 -0.1 -0.3 0.5
H 0.985 -3.252 -2.716 0.2 -0.4 0.0
O 2.656 -1.138 3.936 -0.1 -0.2 2.4
H 2.608 -1.289 3.012 0.1 0.8 -1.7
H 3.450 -0.622 4.053 0.2 0.2 0.1
O 0.586 1.907 2.609 -0.2 -0.1 -0.2
H 1.063 1.282 2.052 0.3 -0.2 0.1
H 1.264 2.546 2.830 0.0 0.2 0.2
O -0.790 -4.040 -0.568 0.8 0.0 -1.1
H -0.348 -4.273 0.256 -0.2 -0.2 0.2
H -0.037 -4.151 -1.173 -0.6 0.1 0.0
O -4.368 -1.176 1.239 -0.4 -1.1 0.1
H -4.209 -2.084 1.556 -0.3 0.4 -0.3
H -3.577 -0.725 1.502 0.1 0.5 0.0
O -1.752 -4.794 1.625 0.0 1.3 0.8
H -1.860 -3.909 1.236 -0.4 -0.6 -0.7
H -1.510 -4.469 2.500 0.1 -0.7 0.6
O 2.124 -3.703 3.407 -0.1 0.3 -0.6
H 2.010 -2.718 3.369 0.5 -1.7 1.2
H 2.950 -3.918 3.884 -0.7 0.7 -0.4
O 3.990 -1.997 -0.618 0.2 -1.5 2.0
H 4.571 -2.550 -0.051 1.2 0.8 -1.0
H 3.269 -2.416 -0.107 -1.5 0.7 -1.0
O -1.302 -0.651 1.443 -0.3 0.7 0.4
H -2.109 -0.354 1.899 0.5 -0.4 0.0
H -0.785 0.151 1.597 0.4 0.0 -0.1
O -4.416 2.000 2.378 -0.1 0.6 -0.1
H -4.672 2.418 1.553 0.1 -0.5 -0.7
H -4.828 2.654 2.945 0.1 -0.1 0.9
O -1.185 0.133 -4.624 0.1 1.2 -1.1
H -1.695 0.515 -5.358 -1.1 -0.7 0.4
H -0.392 0.576 -4.944 1.2 -0.6 0.6